Formula: C42H40N8O3S3SiSn
Source: the OMol25 dataset
Level of theory: the ωB97M-V functional and the def2-TZVPD basis

Structure (XYZ):
```
98
Properties=species:S:1:pos:R:3:forces:R:3
Sn -0.589606 -0.086436 0.511340 1.223 -0.459 0.515
N -5.497207 0.762626 0.402562 0.123 0.130 0.009
C -4.214568 0.482211 0.773244 -0.358 -0.319 0.208
N -3.516216 -0.483256 0.309478 0.050 -0.100 -0.207
C -3.992539 -1.198548 -0.783477 0.792 -0.319 0.508
N -3.328426 -2.154468 -1.328662 -1.598 -0.159 -0.627
N -2.082602 -2.448744 -0.997538 1.310 -0.045 0.428
C -1.799245 -3.657709 -0.719517 -0.845 0.262 0.015
C -0.446387 -4.117723 -0.420403 0.592 -0.160 0.076
C -0.132084 -5.467719 -0.619777 -0.103 0.144 -0.026
C 1.136908 -5.919973 -0.313806 0.034 0.078 0.020
C 2.049534 -5.026683 0.229520 -0.028 -0.147 -0.049
C 1.650243 -3.707780 0.396401 0.096 0.026 -0.115
N 0.454014 -3.255274 0.054988 -0.187 0.133 0.003
C -5.347882 -0.924299 -1.273110 -0.261 0.192 -0.030
C -5.940691 -1.648864 -2.302227 -0.080 0.068 -0.018
C -7.238740 -1.382040 -2.699847 0.091 -0.150 -0.127
C -7.960764 -0.371879 -2.077465 0.026 0.174 0.110
C -7.387791 0.367651 -1.058895 -0.109 0.018 -0.045
C -6.085778 0.090614 -0.645833 0.097 -0.283 -0.164
H -5.923182 1.598293 0.762045 0.015 0.039 -0.032
H -3.809909 1.086791 1.576766 0.067 0.089 -0.051
H -2.587588 -4.415000 -0.652445 -0.016 0.005 -0.156
H -0.878923 -6.132830 -1.034564 -0.021 -0.021 0.028
H 1.409501 -6.951523 -0.502159 0.005 -0.014 0.070
H 3.043227 -5.347278 0.513116 0.016 0.057 0.013
H 2.326778 -2.971458 0.816800 0.039 0.037 0.027
H -5.355710 -2.424717 -2.776368 0.015 -0.016 0.031
H -7.690348 -1.962789 -3.494454 -0.002 0.013 -0.010
H -8.975469 -0.156946 -2.389016 -0.010 0.009 0.007
H -7.946570 1.159105 -0.573364 0.006 0.003 0.029
C 1.719022 0.303024 1.445293 0.150 0.201 -0.685
Si 3.177985 0.820095 0.435363 -0.443 -0.354 0.284
C 3.300207 -0.035154 -1.285746 0.047 0.039 0.249
N 2.096207 0.115008 -2.081774 0.008 0.251 -0.208
C 1.855247 -0.957456 -3.035212 0.078 0.110 -0.035
C 2.770700 -0.887386 -4.264957 -0.037 -0.004 0.119
C 2.634436 0.480781 -4.965032 -0.103 -0.028 0.043
C 1.687907 1.397511 -4.188746 0.213 0.006 0.167
C 2.051398 1.449323 -2.704184 -0.199 0.011 -0.135
C 3.247104 2.703849 0.235776 -0.112 -0.169 0.031
C 2.088894 3.443048 0.481698 -0.046 -0.045 -0.025
C 2.074283 4.821996 0.330815 -0.009 0.115 -0.017
C 3.224955 5.492296 -0.061139 -0.021 -0.002 -0.007
C 4.390883 4.775857 -0.298773 0.032 0.043 -0.025
C 4.394454 3.395710 -0.152543 0.068 -0.053 -0.037
C 4.808644 0.342517 1.325821 -0.073 -0.038 -0.077
C 5.426498 -0.895586 1.130956 -0.024 0.019 -0.108
C 6.464854 -1.332555 1.941878 0.126 -0.059 0.065
C 6.943495 -0.521930 2.961301 -0.054 0.014 -0.037
C 6.361316 0.723201 3.162243 0.037 -0.025 0.090
C 5.301551 1.132803 2.368108 0.005 0.112 -0.074
H 1.551786 1.020793 2.253608 -0.024 -0.012 0.028
H 1.913801 -0.669793 1.907245 -0.069 -0.095 0.002
H 3.448333 -1.103114 -1.098891 0.024 -0.072 0.085
H 4.182947 0.318229 -1.856239 0.178 -0.090 0.196
H 0.807196 -0.896759 -3.336202 -0.020 -0.163 0.000
H 1.992717 -1.909201 -2.521849 -0.093 -0.038 0.073
H 2.525799 -1.706731 -4.946511 0.060 -0.018 -0.003
H 3.803087 -1.032882 -3.933187 -0.017 -0.077 -0.044
H 2.258858 0.355625 -5.984571 0.071 0.016 -0.017
H 3.615854 0.961057 -5.038753 -0.036 0.009 -0.024
H 0.661975 1.045247 -4.277183 -0.152 0.076 -0.123
H 1.746325 2.408663 -4.601375 -0.158 -0.001 0.050
H 1.324756 2.068314 -2.178533 -0.035 0.157 0.133
H 3.034007 1.938543 -2.607919 -0.050 -0.036 0.012
H 1.181213 2.927503 0.770442 -0.052 0.020 0.007
H 1.159411 5.372405 0.515129 -0.011 -0.020 -0.004
H 3.213544 6.569019 -0.188607 0.003 0.003 0.025
H 5.294019 5.297207 -0.598168 0.000 -0.027 -0.009
H 5.309851 2.842571 -0.342040 0.021 0.013 0.008
H 5.085385 -1.541680 0.327884 -0.014 -0.031 0.055
H 6.898176 -2.315301 1.790559 0.013 0.014 -0.057
H 7.751939 -0.859174 3.599458 0.005 -0.002 -0.013
H 6.724246 1.364806 3.957826 -0.026 0.008 -0.006
H 4.834929 2.093043 2.561634 0.013 0.021 0.016
S -1.409892 1.395527 2.511194 -0.102 0.156 0.152
C -2.170796 0.334190 3.664224 0.058 -0.005 -0.019
C -2.946652 0.928162 4.660618 -0.143 -0.103 0.117
C -3.643768 0.188533 5.613950 0.339 -0.418 -0.386
C -4.448546 0.852059 6.574526 -0.285 0.315 0.322
N -5.102469 1.424235 7.332871 0.043 -0.058 -0.020
C -3.542649 -1.219503 5.583835 0.263 0.539 -0.278
C -2.746836 -1.818523 4.614701 -0.137 0.021 0.160
C -2.049300 -1.088180 3.643388 -0.006 0.042 0.000
S -1.086959 -1.947805 2.497549 0.129 0.031 -0.046
C -4.229580 -1.999550 6.551493 -0.256 -0.324 0.322
N -4.790725 -2.620900 7.343956 0.050 -0.006 -0.064
H -3.010884 2.008257 4.686755 -0.032 0.006 -0.023
H -2.656560 -2.896526 4.602593 -0.011 -0.011 -0.005
C -1.937500 3.380879 -2.705181 0.052 -0.343 0.488
S -2.015387 2.085792 -1.446790 -0.238 0.700 -1.029
O -1.857653 0.836304 -2.169521 -0.078 -0.029 -0.201
O -3.339792 2.281234 -0.871453 -0.117 0.111 0.212
O -0.908034 2.372835 -0.531313 0.074 0.162 0.109
H -2.796005 3.237699 -3.356444 0.009 0.036 -0.050
H -1.006243 3.280157 -3.249792 0.152 0.013 -0.116
H -1.985991 4.336414 -2.189379 -0.020 0.078 -0.051
```
Positions in Å, forces in eV/Å.

For the largest force on an atom, the calculation gives 1.7 eV/A. For the gap between HOMO and LUMO, the calculation gives 5.11 eV. Its energy above the lowest of the compared OMol25 structures with the same formula, charge and spin is 14.4 kcal/mol. The net charge is -2. The highest occupied orbital energy comes out at -1.067 eV. The total energy is -108484.373 eV. For the LUMO energy, the calculation gives 0.149 Eh.

Formula: C16H30Cl12O2
Source: the OMol25 dataset
Level of theory: the ωB97M-V functional and the def2-TZVPD basis

Structure (XYZ):
```
60
Properties=species:S:1:pos:R:3:forces:R:3
O 10.284110 6.919510 10.975310 1.035 1.316 -0.809
C 11.092940 7.812700 10.747200 -1.582 -1.971 0.929
C 12.033440 7.983390 9.579390 -1.116 -0.811 -0.695
C 12.985340 8.966240 10.078800 1.996 0.855 0.583
C 12.263530 9.688160 11.200110 0.660 0.297 -0.105
O 11.336290 8.729370 11.691600 -0.160 0.004 0.128
H 12.495530 7.008000 9.427070 -0.269 0.044 -0.511
H 11.545680 8.380500 8.689180 -0.402 -0.563 -0.012
H 13.797250 8.396090 10.530280 0.256 0.264 0.140
H 13.448850 9.633480 9.352130 -0.251 0.002 -0.056
H 13.024240 9.890220 11.954160 -0.586 0.424 0.275
H 11.690110 10.565150 10.899830 0.279 0.160 0.053
Cl 8.075110 10.665930 11.844480 0.673 0.985 0.185
C 7.249760 9.090120 11.871460 0.194 1.019 0.253
C 6.508040 8.970460 13.221510 0.219 -0.966 -1.000
Cl 5.700030 7.368040 13.072360 -0.277 0.124 0.398
H 8.061610 8.374950 11.739030 -0.403 -0.360 0.303
H 6.695070 9.174950 10.937000 -0.665 -0.725 0.573
H 5.746240 9.701900 13.491260 0.120 0.101 -0.674
H 7.219860 8.949680 14.046730 0.071 -0.267 -0.149
Cl 6.222660 6.513430 9.251140 0.670 -0.157 -0.336
C 7.701830 5.630120 8.708260 0.321 -0.865 -0.225
C 7.955620 5.712730 7.186090 -0.871 0.739 0.759
Cl 6.575090 5.027470 6.248040 0.386 -0.022 0.179
H 7.596980 4.596680 9.038600 -0.431 -0.043 -0.263
H 8.559560 5.956730 9.296250 -0.026 0.656 -0.242
H 8.874180 5.230300 6.852020 -0.140 -0.110 0.306
H 7.987790 6.770630 6.925480 0.146 -0.191 -0.160
Cl 5.781710 11.674230 6.359990 -0.392 -0.227 -0.128
C 7.410260 11.001720 6.463500 0.876 -0.521 0.279
C 7.466440 9.799790 7.451610 -0.070 1.319 -0.374
Cl 9.100420 9.130020 7.575520 0.701 0.043 -0.126
H 8.009030 11.841130 6.816980 0.199 -0.339 0.209
H 7.803150 10.736760 5.481900 -0.385 -0.091 -0.050
H 6.860520 8.943570 7.155210 -0.416 0.491 0.256
H 7.279430 10.243710 8.429390 -0.527 -0.622 0.040
Cl 8.564870 6.207340 14.423750 0.475 0.169 0.294
C 10.089260 7.156230 14.403240 0.355 0.102 -0.642
C 10.480580 7.645140 15.780270 0.099 0.111 -0.090
Cl 12.072110 8.539720 15.703920 -0.585 -0.345 -0.098
H 9.937420 7.955130 13.677440 -0.007 0.111 0.280
H 10.888370 6.544110 13.985100 -0.193 -0.202 0.076
H 10.649300 6.798480 16.445700 -0.150 0.232 0.063
H 9.748700 8.348760 16.176970 0.125 -0.185 0.112
Cl 12.722600 13.790040 16.119840 -0.179 0.691 0.325
C 13.129220 12.234390 15.455780 0.250 -1.339 -0.839
C 12.295180 11.903960 14.202430 0.942 0.243 0.139
Cl 12.909090 12.860640 12.784250 -0.388 0.092 0.351
H 13.001820 11.461330 16.213570 -0.441 0.073 0.036
H 14.196470 12.201580 15.236700 -0.076 0.241 -0.235
H 11.242230 12.115200 14.388920 0.108 0.010 -0.314
H 12.458080 10.885780 13.849040 -0.214 -0.049 0.554
Cl 15.510910 8.680400 16.421300 0.134 -0.489 -0.393
C 15.497020 7.204520 15.353960 -0.412 0.677 0.152
C 16.095130 7.496910 13.977600 0.583 -0.532 0.881
Cl 15.226070 8.648500 12.947490 -0.170 -0.148 0.208
H 14.457110 6.877910 15.358250 0.045 0.141 -0.390
H 16.061140 6.427260 15.869450 0.260 0.197 -0.144
H 16.219640 6.541960 13.467030 -0.292 0.103 -0.258
H 17.100090 7.896080 14.114750 -0.106 0.101 -0.002
```
Positions in Å, forces in eV/Å.

For the largest force on an atom, the calculation gives 2.7 eV/A. For the gap between HOMO and LUMO, the calculation gives 10.78 eV. The net charge is 0. The highest occupied orbital energy comes out at -10.468 eV. The total energy is -171444.014 eV. For the LUMO energy, the calculation gives 0.011 Eh.